118
Properties=species:S:1:pos:R:3:mulliken_charge:R:1 method="wB97M-V/def2-TZVPD" homo_ev=-9.14 e_lumo_ev=0.245 homo_lumo_gap_ev=9.38
C 3.78 -3.67 -0.86 -0.75
C 3.33 -3.49 -2.11 -0.37
C 2.34 -2.37 -2.29 0.65
O 2.51 -1.28 -1.82 -0.52
O 1.27 -2.74 -3.05 -0.37
C -0.01 -2.74 -2.39 0.61
Br -1.17 -3.67 -3.68 -0.11
C 0.13 -3.49 -1.06 -1.13
C -1.01 -4.45 -0.66 -0.96
C -0.76 -5.89 -1.08 -0.33
F 0.17 -6.04 -2.09 -0.30
C -0.53 -1.30 -2.35 0.19
Cl 0.15 -0.27 -3.58 -0.09
C -1.45 -0.77 -1.55 0.75
C -2.20 -1.52 -0.49 -1.62
Cl -1.91 0.89 -1.71 -0.17
H 3.99 -4.65 -0.44 0.31
H 3.87 -2.80 -0.23 0.28
H 3.68 -4.07 -2.95 0.40
H 0.28 -2.75 -0.28 0.70
H 1.01 -4.12 -1.04 0.39
H -0.99 -4.44 0.44 0.50
H -1.99 -4.08 -0.94 0.25
H -0.44 -6.52 -0.25 0.14
H -1.69 -6.34 -1.44 0.36
H -2.80 -0.80 0.06 0.62
H -1.56 -1.99 0.24 0.21
H -2.92 -2.21 -0.92 0.22
C 1.38 1.57 -0.02 -0.38
C 0.27 2.13 0.85 -0.28
O 0.63 2.29 2.21 -0.49
C 1.71 3.16 2.47 0.02
C 1.49 4.58 2.00 -0.97
H 1.72 0.61 0.36 0.26
H 1.03 1.43 -1.05 -0.10
H 2.25 2.23 -0.06 0.32
H -0.57 1.43 0.84 0.20
H -0.11 3.08 0.44 0.21
H 2.64 2.75 2.05 0.23
H 1.84 3.16 3.55 0.11
H 1.36 4.64 0.92 0.21
H 2.34 5.21 2.27 0.40
H 0.59 5.00 2.46 0.30
C 1.55 3.37 -3.60 -0.55
C 1.36 3.82 -5.04 -0.56
O 2.20 4.88 -5.43 -0.44
C 3.60 4.63 -5.35 -0.30
C 4.07 3.47 -6.20 -0.95
H 1.39 4.21 -2.91 0.31
H 0.84 2.58 -3.35 0.13
H 2.55 2.98 -3.42 0.28
H 0.34 4.19 -5.17 0.27
H 1.47 2.97 -5.72 0.33
H 3.90 4.49 -4.30 0.27
H 4.08 5.55 -5.68 0.35
H 3.62 2.53 -5.90 0.19
H 5.15 3.36 -6.13 0.39
H 3.81 3.64 -7.25 0.29
C -0.14 -7.98 5.39 -1.09
C -0.39 -7.53 3.96 -0.30
O 0.42 -6.45 3.54 -0.42
C 1.82 -6.66 3.57 -0.34
C 2.28 -7.80 2.68 -1.00
H -0.28 -7.15 6.08 0.29
H -0.82 -8.78 5.66 0.39
H 0.88 -8.34 5.53 0.27
H -1.42 -7.18 3.87 0.36
H -0.28 -8.38 3.27 0.30
H 2.16 -6.81 4.60 0.31
H 2.27 -5.73 3.22 0.35
H 1.85 -8.76 2.99 0.32
H 3.36 -7.90 2.70 0.38
H 1.97 -7.62 1.65 0.20
C -5.10 3.37 -7.09 -1.05
C -4.75 3.31 -5.61 -0.20
O -5.01 2.06 -5.00 -0.45
C -4.32 0.95 -5.54 -0.51
C -2.81 1.06 -5.47 -0.73
H -6.15 3.12 -7.24 0.28
H -4.91 4.37 -7.48 0.40
H -4.50 2.67 -7.67 0.27
H -5.36 4.03 -5.07 0.35
H -3.71 3.60 -5.44 0.18
H -4.64 0.76 -6.57 0.31
H -4.64 0.09 -4.95 0.35
H -2.43 1.91 -6.05 0.28
H -2.35 0.15 -5.86 0.42
H -2.46 1.19 -4.44 0.15
C -5.86 1.83 2.21 -1.03
C -6.15 0.43 1.69 -0.35
O -5.27 -0.56 2.18 -0.39
C -5.25 -0.74 3.59 -0.36
C -6.59 -1.14 4.18 -1.03
H -4.84 2.12 1.97 0.26
H -6.54 2.55 1.76 0.39
H -5.98 1.89 3.29 0.27
H -6.02 0.42 0.61 0.36
H -7.19 0.15 1.88 0.31
H -4.86 0.15 4.08 0.32
H -4.53 -1.54 3.77 0.32
H -7.35 -0.38 4.02 0.27
H -6.50 -1.31 5.25 0.38
H -6.96 -2.06 3.71 0.29
C 5.38 3.68 3.74 -0.82
C 5.98 4.79 4.58 -0.42
O 5.02 5.65 5.17 -0.44
C 4.10 5.04 6.05 0.21
C 4.74 4.35 7.25 -1.13
H 4.75 4.10 2.95 0.11
H 6.17 3.08 3.28 0.47
H 4.76 3.01 4.34 0.23
H 6.60 5.43 3.95 0.35
H 6.65 4.38 5.35 0.29
H 3.46 4.34 5.51 -0.19
H 3.45 5.84 6.40 0.38
H 5.39 3.53 6.95 0.26
H 3.97 3.95 7.90 0.42
H 5.34 5.07 7.82 0.29